C4H7NO | ωB97M-V/def2-TZVPD

CARTESIAN COORDINATES (ANGSTROEM)
N 0.929 0.746 0.594
C 1.183 -0.849 -0.887
O 2.343 -0.988 -1.047
C -0.136 -1.009 -0.987
C -1.126 -0.072 -0.354
C -0.472 0.499 0.911
H 1.574 0.593 1.358
H 1.116 1.645 0.166
H -0.447 -1.848 -1.597
H -1.407 0.748 -1.034
H -2.058 -0.593 -0.104
H -0.505 -0.263 1.695
H -0.993 1.390 1.284

Summary:
* LUMO: 0.862 eV
* SMILES string: NCCC=C=O
* energy above the lowest of the compared OMol25 structures with the same formula, charge and spin: 38.65 kcal/mol
* 2S+1: 1
* net charge: 0
* E: -7797.9685 eV